(1)
DFT (ωB97M-V/def2-TZVPD) results for 2 unconnected molecules or ions with the total composition C3H9ClN2O at a distorted geometry.

Output
**LUMO level**: 0.94 eV
**HOMO level**: -0.27496 Ha
**Energy above the lowest of the compared OMol25 structures with the same formula, charge and spin**: 0.000 eV

Geometry (Å):
C 0.785170 2.939564 -0.247416
C -1.637128 -2.248235 0.355492
C -0.978726 -0.080645 0.973648
N 1.095395 1.517733 -0.160855
N 0.806224 0.921884 0.940647
O -0.690624 -1.236831 0.283037
Cl -2.146784 0.885577 -0.122416
H 0.338176 3.304185 0.687170
H 1.624695 3.560618 -0.507474
H 0.064456 3.097857 -1.033202
H -1.167575 -3.193003 -0.046144
H -2.669393 -2.268409 -0.151675
H -2.008243 -2.313022 1.350489
H -1.402406 -0.256273 2.063732
H 1.547516 1.004956 -0.919034
H 1.052593 -0.017001 0.774275

Forces on atoms 1 to 2 (eV/Å):
-0.37 -0.17 -0.33
-1.57 -2.58 -1.05

(2)
DFT (ωB97M-V/def2-TZVPD) results for 12 unconnected molecules or ions with the total composition C43H75F21O29S5 at a distorted geometry.

Output
**LUMO level**: 0.02 eV
**SMILES**: CCOC(=O)C(F)(F)F.CCOC(=O)C(F)(F)F.CCOC(=O)C(F)(F)F.CCOC(=O)C(F)(F)F.CCOC(=O)C(F)(F)F.CCOC(=O)C(F)(F)F.CCOC(=O)C(F)(F)F.CCOS(C)(=O)=O.CCOS(C)(=O)=O.CCOS(C)(=O)=O.CCOS(C)(=O)=O.CCOS(C)(=O)=O
**HOMO level**: -0.38628 Ha
**Energy above the lowest of the compared OMol25 structures with the same formula, charge and spin**: 3.410 eV

Geometry (Å):
O 3.087027 -1.748573 3.767527
S 3.651577 -3.031343 3.423547
O 4.627347 -3.212953 2.322517
O 4.390097 -3.642283 4.777867
C 4.146907 -2.974213 6.020077
C 2.903207 -3.544533 6.718787
C 2.431757 -4.359663 3.321137
H 4.087937 -1.894083 5.886147
H 5.048967 -3.036043 6.628827
H 2.874617 -4.595143 7.007777
H 2.087477 -3.315123 6.033177
H 2.461467 -3.101073 7.611147
H 1.823467 -3.978263 2.501007
H 1.742557 -4.238133 4.156797
H 2.807887 -5.377483 3.217777
O -3.800993 4.991307 1.377657
S -3.475353 4.034467 2.389967
O -4.465593 3.159107 3.045467
O -2.175583 3.117087 1.973957
C -2.157173 1.753287 2.329767
C -1.464753 1.725857 3.719307
C -2.668043 5.057097 3.697137
H -1.651393 1.086477 1.631447
H -3.110233 1.251847 2.498107
H -0.434283 2.050757 3.575517
H -1.449223 0.744247 4.192907
H -1.908133 2.395617 4.456157
H -1.970783 5.704827 3.165747
H -2.254723 4.304337 4.368407
H -3.482603 5.571037 4.207487
O -2.178603 -0.007783 -2.543763
S -1.827643 1.323757 -3.148393
O -0.557573 1.511397 -3.812983
O -3.067113 1.783967 -4.173783
C -3.822883 0.829617 -4.850323
C -3.062753 0.691937 -6.165233
C -2.092243 2.592077 -1.766993
H -4.806383 1.259647 -5.039803
H -3.750423 -0.132483 -4.343173
H -1.987013 0.524757 -6.111153
H -3.304503 1.403867 -6.954423
H -3.413543 -0.279673 -6.513123
H -1.540363 2.101687 -0.965093
H -3.175963 2.690937 -1.704843
H -1.689413 3.587087 -1.956203
O 6.674497 -4.365513 -1.029793
S 6.340827 -3.053243 -1.559373
O 6.978987 -1.865623 -1.010993
O 6.300777 -3.205933 -3.271863
C 6.190087 -4.522443 -3.814573
C 5.906837 -4.588543 -5.269513
C 4.603527 -2.747863 -1.213283
H 5.375537 -5.071653 -3.342363
H 7.040747 -5.128123 -3.502133
H 5.728957 -5.606313 -5.616813
H 6.535507 -3.854213 -5.773143
H 4.910717 -4.146963 -5.298633
H 4.433097 -2.358683 -0.209493
H 3.941207 -3.611933 -1.266353
H 4.242327 -1.984703 -1.902643
O 7.508667 0.956237 -2.566113
S 6.610487 2.138547 -2.628923
O 7.063227 3.411727 -3.184173
O 5.193427 1.729657 -3.337793
C 4.425777 0.685857 -2.805503
C 3.367337 0.435937 -3.823933
C 6.004107 2.500667 -0.868723
H 4.016327 0.963357 -1.834193
H 5.062887 -0.193803 -2.713893
H 2.610767 1.205697 -3.671723
H 2.965197 -0.573523 -3.738093
H 3.870107 0.523387 -4.787093
H 5.359107 3.379287 -0.859873
H 6.981067 2.670767 -0.416253
H 5.514987 1.605107 -0.485523
C 1.765247 2.209257 0.687587
C 1.733537 0.756357 0.255837
O 0.710067 0.024487 0.894457
C 0.805317 -1.372213 0.958167
O 1.849307 -2.012893 0.770287
C -0.552063 -2.157403 1.087457
F -0.426273 -3.511653 0.660537
F -0.980633 -2.014493 2.321757
F -1.456263 -1.518723 0.399747
H 0.810547 2.576117 0.310677
H 2.543867 2.635407 0.054937
H 1.852337 2.248357 1.773397
H 2.689687 0.327787 0.556177
H 1.558357 0.701957 -0.818613
C -6.477463 -7.327533 -2.069273
C -6.797213 -6.400573 -0.888433
O -5.622563 -5.616703 -0.582643
C -4.405023 -6.112023 -0.259353
O -4.157713 -7.327183 -0.010623
C -3.345733 -5.022273 -0.202053
F -3.456033 -4.205023 -1.266463
F -3.516083 -4.141653 0.824087
F -2.149303 -5.521383 -0.041023
H -6.226063 -6.688123 -2.915473
H -7.295983 -7.954643 -2.422613
H -5.671473 -7.986813 -1.747033
H -7.193793 -6.967953 -0.046473
H -7.628993 -5.769683 -1.201833
C -7.595483 1.718757 0.322427
C -6.116503 1.955327 -0.021973
O -5.193633 0.834807 -0.096643
C -5.545763 -0.065463 -1.103163
O -6.244953 0.210837 -2.098033
C -4.923383 -1.519943 -0.969633
F -3.803423 -1.454243 -0.277603
F -5.770823 -2.374393 -0.408563
F -4.700233 -2.163333 -2.159573
H -8.124673 1.148867 -0.441313
H -8.159763 2.571967 0.698877
H -7.811793 1.136787 1.218317
H -5.741723 2.525887 0.827797
H -5.783813 2.506927 -0.901263
C 5.722357 7.741517 3.061117
C 4.782907 7.483677 4.189127
O 4.259937 6.207597 4.130607
C 4.818967 5.084737 4.669127
O 5.869867 5.180157 5.289307
C 4.101967 3.761887 4.561047
F 4.747017 2.838167 3.855727
F 3.745437 3.383167 5.820647
F 2.994067 3.993127 3.904007
H 5.936237 8.800347 2.915447
H 5.384517 7.360967 2.097187
H 6.643697 7.173087 3.188027
H 4.073847 8.274527 3.944417
H 5.241607 7.682557 5.157707
C 0.666777 5.828197 1.950467
C 1.592787 5.790747 0.747817
O 2.219177 6.965137 0.624887
C 3.344147 7.041817 -0.064223
O 4.043057 6.067647 -0.366163
C 3.675247 8.529447 -0.496423
F 2.653247 9.358797 -0.358493
F 4.569137 8.921457 0.395507
F 4.272257 8.596257 -1.686783
H 0.021487 4.950727 1.908937
H 0.163657 6.795057 1.963047
H 1.194167 5.628467 2.883237
H 1.092107 5.737847 -0.218943
H 2.262757 4.935737 0.838427
C -0.435933 -2.637993 -7.624813
C 0.555647 -2.554593 -6.454973
O -0.206363 -2.594163 -5.231403
C 0.375007 -3.160293 -4.060503
O 1.512487 -3.685333 -4.026933
C -0.432833 -2.970543 -2.810263
F -0.167753 -4.076353 -2.067373
F 0.129527 -1.953883 -2.096883
F -1.753723 -2.780043 -2.977183
H -1.006443 -1.717023 -7.744923
H -1.081403 -3.510603 -7.524743
H -0.001073 -2.835643 -8.604573
H 1.246477 -1.711643 -6.471953
H 1.271797 -3.374023 -6.516333
C -4.296053 -2.248733 3.977347
C -5.365413 -1.815063 2.971817
O -6.055913 -2.972993 2.633797
C -7.356703 -2.926533 2.245957
O -7.916443 -1.863053 1.908767
C -8.040073 -4.250643 2.002217
F -8.653893 -4.190243 0.854207
F -7.177143 -5.305113 1.925457
F -8.968063 -4.443043 2.931147
H -4.211373 -1.610923 4.857187
H -3.340333 -2.152593 3.462137
H -4.428293 -3.273923 4.323197
H -4.829993 -1.434833 2.101847
H -6.085863 -1.052993 3.268987

Forces on atoms 1 to 2 (eV/Å):
0.00 -0.82 -0.59
2.74 -2.27 -0.32

(3)
DFT (ωB97M-V/def2-TZVPD) results for a molecular structure, C18H36FO18V at a distorted geometry.

Output
**LUMO level (spin up / spin down)**: -1.72 / -1.72 eV
**HOMO level (spin up / spin down)**: -0.37309 / -0.46388 Ha
**Energy above the lowest of the compared OMol25 structures with the same formula, charge and spin**: 1.572 eV
**<S²>**: 3.7526
**Multiplicity**: 4
**Total charge**: +1

Geometry (Å):
V -0.456554 -0.442836 -0.320490
F -2.279336 -1.237684 -1.021416
C 0.312937 3.927626 -1.844716
O -0.644555 3.473257 -2.776722
C -1.204114 2.297260 -2.592919
O -0.917448 1.475499 -1.764996
O -2.167996 2.164783 -3.493729
C -2.612148 0.840203 -3.766559
H 1.337308 3.625076 -2.075454
H 0.043443 3.591415 -0.842740
H 0.324041 5.016927 -1.887716
H -1.842486 0.212970 -4.204531
H -3.406155 0.864639 -4.516726
H -3.135083 0.457246 -2.889591
C -1.888747 -4.145176 -0.684214
O -0.536110 -4.616451 -0.508969
C 0.428322 -3.724212 -0.437987
O 0.257010 -2.534227 -0.508300
O 1.602555 -4.258848 -0.210108
C 1.884490 -5.643205 -0.380548
H -2.534647 -4.999618 -0.521324
H -2.030591 -3.628144 -1.628952
H -2.058294 -3.403998 0.099362
H 2.954579 -5.646675 -0.600676
H 1.342189 -6.080683 -1.213600
H 1.795509 -6.230638 0.533373
C 3.914584 0.019391 -1.452192
O 3.358286 -0.611718 -2.582958
C 2.065742 -0.525968 -2.783196
O 1.268712 -0.207202 -1.938850
O 1.801564 -0.968903 -3.989272
C 0.504857 -0.857343 -4.516954
H 3.726299 1.097182 -1.372617
H 4.999582 0.028958 -1.539457
H 3.530970 -0.462487 -0.552912
H 0.452763 -1.422961 -5.444700
H 0.276751 0.188059 -4.745122
H -0.259746 -1.261735 -3.846784
C -4.063050 1.908115 0.289201
O -3.067587 2.798934 0.838375
C -1.933255 2.261242 1.260558
O -1.504405 1.207280 0.915848
O -1.277882 3.145066 2.003636
C -1.939492 4.248225 2.609892
H -3.511853 1.112634 -0.218801
H -4.717621 2.400923 -0.420871
H -4.648934 1.497613 1.109183
H -2.247228 5.023211 1.905600
H -1.258114 4.694693 3.327512
H -2.846179 3.862493 3.079070
C 3.396393 0.564407 2.737393
O 3.015090 1.720580 2.002543
C 1.929119 1.671337 1.258212
O 1.433481 0.676368 0.797394
O 1.495777 2.873352 0.916065
C 1.933051 4.048847 1.594500
H 3.638879 -0.315629 2.143341
H 2.552514 0.282975 3.372478
H 4.225381 0.778779 3.403797
H 2.844717 4.456047 1.170176
H 2.023768 3.877980 2.668138
H 1.092446 4.740359 1.542177
C -2.648285 -1.012345 2.773222
O -1.784560 -2.075772 3.189167
C -0.545559 -2.132704 2.726449
O -0.084997 -1.362369 1.923519
O 0.039084 -3.139656 3.308059
C 1.416763 -3.385978 3.156469
H -3.528087 -1.129364 3.396272
H -2.886358 -1.159203 1.715284
H -2.117539 -0.067233 2.891451
H 1.915163 -2.524609 2.711175
H 1.570485 -4.317102 2.606482
H 1.880412 -3.599251 4.122329

Forces on atoms 1 to 2 (eV/Å):
-1.07 -0.30 0.48
1.31 0.83 0.66

Copy entry 1 word for word.
DFT (ωB97M-V/def2-TZVPD) results for 2 unconnected molecules or ions with the total composition C3H9ClN2O at a distorted geometry.

Output
**LUMO level**: 0.94 eV
**HOMO level**: -0.27496 Ha
**Energy above the lowest of the compared OMol25 structures with the same formula, charge and spin**: 0.000 eV

Geometry (Å):
C 0.785170 2.939564 -0.247416
C -1.637128 -2.248235 0.355492
C -0.978726 -0.080645 0.973648
N 1.095395 1.517733 -0.160855
N 0.806224 0.921884 0.940647
O -0.690624 -1.236831 0.283037
Cl -2.146784 0.885577 -0.122416
H 0.338176 3.304185 0.687170
H 1.624695 3.560618 -0.507474
H 0.064456 3.097857 -1.033202
H -1.167575 -3.193003 -0.046144
H -2.669393 -2.268409 -0.151675
H -2.008243 -2.313022 1.350489
H -1.402406 -0.256273 2.063732
H 1.547516 1.004956 -0.919034
H 1.052593 -0.017001 0.774275

Forces on atoms 1 to 2 (eV/Å):
-0.37 -0.17 -0.33
-1.57 -2.58 -1.05

> What is the energy above the lowest of the compared OMol25 structures with the same formula, charge and spin in the first record?

0.000 eV